(1)
DFT (wB97M-V/def2-TZVPD) results for a structure of composition C23H43BClN5Pt.

Structure (XYZ):
```
74
Properties=species:S:1:pos:R:3:lowdin_charge:R:1
Pt 0.2232 0.1952 2.1945 0.765
Cl 0.7939 -0.8484 0.2044 -0.239
C 0.3805 1.4941 6.0588 -0.127
C 0.1394 1.1434 3.8693 -0.349
N 0.7610 0.7171 4.9958 -0.011
H -0.9593 3.2368 6.0911 0.080
N -0.5670 2.2412 4.2256 -0.007
H 0.7502 1.3355 7.0578 0.059
C 1.7220 -0.4036 5.0428 -0.587
C 2.3410 -0.4650 6.4291 -0.186
C 1.0225 -1.7171 4.7465 -0.047
H 1.5939 -0.6870 7.2008 0.059
H 3.0763 -1.2787 6.4433 0.076
H 2.8700 0.4624 6.6798 0.043
H 3.5692 -0.9504 4.1401 0.089
H 3.2588 0.8088 4.1611 0.079
H 0.5811 -1.7470 3.7361 0.043
C 2.8049 -0.1748 4.0032 -0.078
H 0.2397 -1.9037 5.4912 0.096
H 1.7734 -2.5176 4.8082 0.093
H 2.4292 -0.2495 2.9643 0.017
C -0.4709 2.4251 5.5859 -0.106
C -2.8574 2.6242 3.4082 -0.032
H -3.2390 2.5993 4.4376 0.086
H -3.4728 3.3350 2.8371 0.090
C -1.4102 3.1107 3.3733 -0.573
H -1.5223 3.8433 1.3904 0.093
C -1.3628 4.5285 3.9372 -0.112
H -0.3297 4.8795 4.0464 0.074
H -2.9596 1.6303 2.9529 0.080
H -0.9705 2.1554 1.4436 0.044
H -1.8831 4.6115 4.8985 0.062
H -1.8722 5.2039 3.2380 0.085
C -0.8958 3.1343 1.9494 -0.068
H 0.1382 3.4923 1.9349 0.090
C 0.5122 -2.3381 -6.3777 -0.119
N 0.8678 -2.1039 -5.0607 -0.062
H -0.5860 -1.0219 -7.7549 0.057
N -0.1782 -0.3578 -5.7319 -0.055
H 0.7456 -3.2418 -6.9018 0.076
C 1.6099 -3.0067 -4.1639 -0.598
C 1.9370 -4.2918 -4.8909 -0.095
C 2.8786 -2.2959 -3.7217 -0.059
H 2.5822 -4.1136 -5.7591 0.076
H 2.4841 -4.9448 -4.2023 0.080
H 1.0295 -4.8240 -5.1988 0.078
H 1.3020 -3.9241 -2.2580 0.082
H -0.1691 -3.8095 -3.2502 0.085
H 2.6428 -1.3570 -3.2096 0.077
C 0.7417 -3.2798 -2.9467 -0.055
H 3.5250 -2.1065 -4.5869 0.080
H 3.4195 -2.9508 -3.0279 0.079
H 0.4900 -2.3523 -2.4218 0.042
C -0.1492 -1.2358 -6.8011 -0.145
C 0.3036 1.9861 -5.3509 -0.119
H 1.0632 2.0073 -6.1414 0.065
H -0.1496 2.9828 -5.2873 0.066
C -0.7858 0.9834 -5.6957 -0.602
H -2.2715 1.9979 -4.5419 0.068
C -1.4039 1.3004 -7.0387 -0.269
H -2.2060 0.5968 -7.2907 0.043
H 0.7694 1.7444 -4.3897 0.069
H -1.3962 0.7391 -3.6284 0.073
H -0.6517 1.3163 -7.8363 0.036
H -1.8477 2.3005 -6.9845 0.050
C -1.8376 0.9924 -4.5983 -0.090
H -2.6416 0.2873 -4.8399 0.074
C 0.4412 -0.8930 -4.6668 -0.022
B -3.5391 -2.0856 3.6421 -0.454
C -2.3382 -1.3994 2.9852 -0.198
N -1.4120 -0.8334 2.5507 -0.107
H -3.2219 -2.3601 4.7918 0.004
H -3.7932 -3.0866 2.9945 0.004
H -4.4627 -1.2853 3.6152 0.003
```

Values from the calculation:
Lowest unoccupied orbital energy (alpha / beta): 3.763 / 0.960 eV
Molecular weight: 630.98 g mol⁻¹
Multiplicity: 5
⟨S²⟩: 6.0058
Charge: -2

=====

(2)
DFT (wB97M-V/def2-TZVPD) results for a structure of composition C23H43Br12FN3O2S.

Structure (XYZ):
```
85
Properties=species:S:1:pos:R:3:lowdin_charge:R:1
C 0.3592 1.0383 1.8093 -0.151
C -0.8422 0.6869 0.9230 -0.378
C -1.8996 0.0537 1.8437 -0.055
C -1.3729 2.0092 0.2953 -0.130
C -1.5013 2.0082 -1.2410 -0.119
C -0.1881 2.1128 -1.9620 -0.055
C 0.6210 3.2553 -1.8538 -0.114
C 0.2739 4.4985 -1.0987 -0.107
C -0.9519 5.2740 -1.6997 -0.243
N -1.8856 5.7620 -0.6922 0.016
C 1.8302 3.2093 -2.5384 0.003
N 2.1540 2.1291 -3.2403 0.038
N 1.4360 1.0634 -3.4072 0.161
C 0.2811 1.0549 -2.7742 -0.200
S -0.6279 -0.4592 -3.0909 0.525
O 0.2466 -1.2907 -3.8107 -0.353
O -1.2210 -0.9417 -1.9151 -0.415
F -1.7033 -0.0732 -4.1379 -0.099
H 0.7093 0.1387 2.3081 -0.020
H 1.1503 1.5083 1.2332 -0.010
H 0.0531 1.7233 2.6019 0.083
H -0.5028 -0.0151 0.1647 0.098
H -2.5100 0.8200 2.3153 0.079
H -1.3743 -0.4396 2.6610 0.061
H -2.5085 -0.6914 1.3408 0.048
H -0.7584 2.8185 0.6712 0.086
H -2.3707 2.1750 0.6979 0.108
H -2.1112 2.8598 -1.5444 0.117
H -2.0604 1.1237 -1.5175 0.044
H 1.1300 5.1649 -1.1985 0.114
H 0.1453 4.3407 -0.0363 0.111
H -0.5487 6.1366 -2.2211 0.115
H -1.4637 4.6530 -2.4286 0.103
H -1.3640 6.3265 -0.0294 0.079
H -2.2104 4.9730 -0.1410 0.061
H 2.5297 4.0294 -2.5185 0.138
H 3.0641 2.1185 -3.6947 0.119
Br 1.8672 -1.6660 3.7983 0.647
C 3.3050 -0.8839 4.8511 -0.660
C 2.9832 0.5087 5.3167 -0.664
Br 3.1265 1.7886 3.8553 0.635
H 4.1943 -0.9241 4.2312 0.050
H 3.4286 -1.5460 5.7053 0.063
H 3.7014 0.8354 6.0649 0.063
H 1.9784 0.5985 5.7150 -0.004
Br -4.2916 -0.5735 -1.1199 0.724
C -5.8869 0.5015 -1.4128 -0.662
C -5.7858 1.8358 -0.7234 -0.697
Br -6.0301 1.6853 1.1976 0.624
H -6.7295 -0.0887 -1.0692 0.055
H -5.9553 0.6368 -2.4897 0.061
H -6.5750 2.5008 -1.0660 0.062
H -4.8210 2.3092 -0.8777 0.031
Br 0.9136 -2.3595 -1.5470 0.875
C 1.3801 -4.2551 -1.5864 -0.636
C 0.9334 -4.9605 -0.3377 -0.703
Br 2.0833 -4.5499 1.1757 0.609
H 2.4519 -4.3207 -1.7457 0.057
H 0.8573 -4.6531 -2.4533 -0.012
H 0.9966 -6.0383 -0.4696 0.051
H -0.0759 -4.6893 -0.0460 0.054
Br 5.5304 2.8268 -2.6208 0.671
C 5.4314 2.8448 -0.6692 -0.654
C 5.1466 1.4787 -0.1074 -0.642
Br 3.2888 0.9837 -0.3850 0.732
H 4.6682 3.5693 -0.4059 0.049
H 6.4015 3.2047 -0.3352 0.068
H 5.2953 1.4730 0.9706 0.059
H 5.7474 0.6961 -0.5583 0.061
Br -0.0527 -3.1126 7.3949 0.608
C -1.7879 -2.2534 7.2275 -0.693
C -1.8581 -1.3623 6.0167 -0.688
Br -0.8961 0.3068 6.2935 0.624
H -1.9656 -1.7155 8.1526 0.051
H -2.5025 -3.0682 7.1389 0.060
H -2.8863 -1.0677 5.8197 0.060
H -1.4373 -1.8258 5.1297 0.037
Br -0.4824 -9.0364 -6.1931 0.622
C -0.3058 -7.1033 -6.1896 -0.705
C 0.4120 -6.6116 -4.9618 -0.682
Br -0.7315 -6.6737 -3.3863 0.659
H -1.3068 -6.6948 -6.2783 0.050
H 0.2668 -6.8615 -7.0819 0.059
H 0.6892 -5.5655 -5.0772 0.057
H 1.2954 -7.1972 -4.7308 0.054
```

Values from the calculation:
Lowest unoccupied orbital energy: -4.520 eV
Molecular weight: 1403.53 g mol⁻¹
Multiplicity: 1
Charge: +1

=====

(3)
DFT (wB97M-V/def2-TZVPD) results for a structure of composition C23H43Cl3GaN3O4Si.

Structure (XYZ):
```
78
Properties=species:S:1:pos:R:3:lowdin_charge:R:1
C -4.7780 1.7711 1.1808 -0.032
C -5.6239 1.4533 -0.0054 -0.235
H -4.8059 2.8393 1.3977 0.071
H -3.7369 1.5167 0.9831 0.077
H -5.0905 1.2367 2.0783 0.090
C -6.6452 2.1872 -0.4569 -0.091
C -7.1737 3.4585 0.1066 -0.089
H -7.1613 1.8276 -1.3421 0.108
H -6.3650 4.0892 0.4814 0.067
H -7.8321 3.2636 0.9571 0.082
H -7.7424 4.0403 -0.6184 0.071
Ga 2.8344 -0.7787 0.7701 -0.132
Cl 3.1918 -2.5475 2.4460 0.464
Cl 0.9210 -0.1649 1.5861 0.248
H 7.0978 -3.4505 -1.3728 0.098
H 8.2102 -3.6221 1.1268 0.098
C 7.1512 -2.3895 -1.1240 -0.018
C 7.9850 -2.5581 1.2057 -0.036
N 6.9143 -2.1960 0.2934 -0.143
H 6.3958 -1.8489 -1.6802 0.086
C 5.7794 -1.7316 0.7504 -0.280
O 4.8184 -1.4259 -0.0334 -0.051
H 7.6855 -2.3399 2.2261 0.074
H 5.6961 -1.6158 1.8292 0.089
H 8.1410 -2.0194 -1.3960 0.091
H 8.8895 -1.9931 0.9760 0.097
H 1.9810 3.9102 1.1987 0.107
H 0.4326 2.5281 -0.5062 0.084
C 2.7737 3.8491 0.4507 -0.033
C 1.2424 2.7941 -1.1854 -0.020
N 2.5047 2.7641 -0.4695 -0.161
H 3.7175 3.6774 0.9611 0.078
C 3.2837 1.6931 -0.4955 -0.307
O 2.8599 0.5222 -0.7105 -0.071
H 1.2721 2.0632 -1.9859 0.096
H 4.3467 1.8916 -0.3524 0.134
H 2.8258 4.7972 -0.0850 0.091
H 1.0641 3.7940 -1.5833 0.098
O -4.3368 0.4568 -1.8023 -0.178
C -5.2488 0.1861 -0.7461 -0.319
C -6.8496 -0.3861 -2.6302 -0.042
C -6.4749 -0.5071 -1.2986 -0.201
H -6.2334 0.2009 -3.2964 0.116
C -7.9971 -1.0166 -3.0963 -0.079
H -4.7765 -0.4947 -0.0288 0.141
C -7.2655 -1.2678 -0.4387 -0.030
H -8.2776 -0.9149 -4.1372 0.101
C -8.7788 -1.7740 -2.2372 -0.096
C -8.4077 -1.8980 -0.9037 -0.083
H -6.9838 -1.3542 0.6042 0.119
H -9.6724 -2.2654 -2.6020 0.098
H -9.0102 -2.4884 -0.2245 0.100
Si -3.0107 -0.4896 -2.1834 0.422
Cl 4.1695 0.7968 2.1374 0.545
C -2.5991 0.0002 -3.9381 -0.154
C -3.4534 -2.3082 -2.0810 -0.149
C -1.5582 -0.1227 -1.0604 -0.173
H -3.4963 0.0539 -4.5564 0.029
H -1.9169 -0.7151 -4.4015 0.031
H -2.1192 0.9798 -3.9698 0.028
H -1.2665 0.9273 -1.1183 0.015
H -0.6880 -0.7195 -1.3453 0.033
H -1.7865 -0.3469 -0.0184 0.017
H -4.3949 -2.5235 -2.5891 0.033
H -3.5428 -2.6501 -1.0491 0.034
H -2.6803 -2.9161 -2.5565 0.033
C 7.0077 0.1233 2.8249 -0.101
N 6.0717 -0.7019 3.6690 -0.251
C 6.7214 -1.1262 4.9082 -0.079
C 4.7326 -1.0535 3.3502 -0.311
O 4.2181 -1.0896 1.6959 -1.063
H 7.8715 0.5107 3.4017 0.095
H 6.5555 0.9400 2.2580 0.033
H 7.5106 -0.3774 2.0159 0.035
H 7.0388 -0.2553 5.5184 0.090
H 6.1307 -1.8569 5.4851 0.092
H 7.6661 -1.6546 4.6276 0.083
H 4.0709 -1.1871 4.2101 0.085
```

Values from the calculation:
Lowest unoccupied orbital energy (alpha / beta): -0.172 / -0.133 eV
Molecular weight: 629.78 g mol⁻¹
Multiplicity: 1
Energy above the lowest of the compared OMol25 structures with the same formula, charge and spin: 16.462 eV